C34H68ClNNbO10 | wB97M-V/def2-TZVPD

Last column: Löwdin charge in e.
Cartesian coordinates (Å):
C (2.033589, -0.968991, 0.898747)  -0.10
C (1.540525, -1.861214, -0.092990)  -0.30
Nb (0.239878, -3.482633, -1.124654)  1.48
C (1.257471, -5.128003, 0.129446)  -0.40
N (-0.807713, -5.060564, -2.232555)  -0.28
Cl (2.104431, -3.756812, -2.774634)  -0.11
C (-0.754379, -1.991106, -2.513826)  -0.42
C (0.143455, -1.725144, -3.901479)  -0.38
C (-0.727867, -0.582737, -4.756888)  -0.18
C (-1.373751, -3.400071, 0.457920)  -0.32
C (-2.207968, -2.002359, 0.594446)  -0.42
C (-3.513910, -2.128935, -0.398883)  -0.10
O (-1.429379, -0.770875, 0.462032)  -0.23
C (-2.238594, 0.447209, 0.565994)  -0.18
C (-1.242806, 1.786436, 0.443593)  -0.08
C (-0.074535, 1.845963, -0.736673)  0.00
C (0.936381, 3.113774, -1.000935)  -0.07
C (0.763283, 4.431035, -0.036471)  -0.10
C (-0.385928, 4.382026, 1.176544)  -0.09
C (-1.390177, 3.092015, 1.421851)  -0.05
H (2.331745, -0.077138, 1.606048)  0.01
H (1.491315, -6.081566, -0.528013)  -0.01
H (2.202004, -4.706081, 0.688143)  0.00
H (0.489265, -5.471175, 0.946885)  -0.03
H (-0.107750, -5.422275, -2.930538)  -0.05
H (-1.570242, -4.624263, -2.821807)  -0.03
H (-0.948862, -0.922542, -2.081766)  0.02
H (-1.783363, -2.441204, -2.849443)  0.03
H (0.209410, -2.669547, -4.588033)  0.07
H (1.173219, -1.212642, -3.669403)  0.07
H (-0.049116, 0.107000, -5.415503)  0.06
H (-1.410729, 0.057633, -4.032665)  0.06
H (-1.452381, -1.189678, -5.484792)  0.07
H (-2.175151, -4.243368, 0.189147)  0.06
H (-0.947152, -3.733068, 1.522188)  0.05
H (-2.655847, -1.994349, 1.702268)  0.14
H (-3.329230, -1.708131, -1.477230)  0.06
H (-4.352685, -1.427396, 0.080201)  0.07
H (-4.000617, -3.210975, -0.415649)  0.09
H (-2.818261, 0.496675, 1.593480)  0.13
H (-3.012970, 0.599571, -0.329966)  0.12
H (0.038282, 0.919076, -1.456225)  0.08
H (1.750001, 3.136570, -1.871991)  0.09
H (1.453707, 5.388362, -0.211849)  0.08
H (-0.469052, 5.360575, 1.852221)  0.07
H (-2.200195, 3.109346, 2.282100)  0.08
C (2.215284, -7.403310, 7.180265)  -0.12
O (2.949460, -6.325708, 6.616756)  -0.21
C (3.930068, -6.728424, 5.666158)  -0.19
C (3.887795, -5.844147, 4.417413)  -0.17
O (2.721883, -5.970567, 3.591333)  -0.12
C (1.474821, -5.555807, 4.161059)  -0.17
C (1.339838, -4.053290, 4.449766)  -0.18
O (2.196381, -3.648615, 5.508941)  -0.21
C (2.957531, -2.482601, 5.216443)  -0.11
H (2.738758, -7.786825, 8.063944)  0.08
H (1.237749, -7.020596, 7.495949)  0.09
H (2.041830, -8.210645, 6.460994)  0.08
H (3.795336, -7.772561, 5.366786)  0.12
H (4.911160, -6.646815, 6.143464)  0.12
H (4.727711, -6.137320, 3.775507)  0.13
H (4.069627, -4.793463, 4.664084)  0.11
H (1.234141, -6.155611, 5.038247)  0.10
H (0.715875, -5.813714, 3.413422)  0.11
H (0.312113, -3.841991, 4.763554)  0.12
H (1.537892, -3.489276, 3.531437)  0.12
H (3.279171, -2.456486, 4.170473)  0.08
H (3.853128, -2.494546, 5.847317)  0.08
H (2.360932, -1.595326, 5.452211)  0.08
C (8.835606, 7.324644, -0.825993)  -0.11
O (7.602928, 7.043491, -0.178502)  -0.20
C (6.636851, 8.082695, -0.297492)  -0.19
C (5.258734, 7.520344, -0.654774)  -0.17
O (5.127114, 6.952379, -1.965437)  -0.13
C (5.891764, 5.773002, -2.241395)  -0.17
C (5.492136, 4.518299, -1.450732)  -0.18
O (5.806654, 4.651186, -0.071349)  -0.21
C (4.738436, 4.291494, 0.796996)  -0.10
H (9.502664, 7.857744, -0.138363)  0.08
H (9.304711, 6.370628, -1.093380)  0.09
H (8.700451, 7.900615, -1.747523)  0.08
H (6.927731, 8.817768, -1.054494)  0.12
H (6.585674, 8.602719, 0.663745)  0.12
H (4.544724, 8.352815, -0.629520)  0.13
H (4.904076, 6.816353, 0.104474)  0.11
H (6.958581, 5.977437, -2.156201)  0.10
H (5.719057, 5.558645, -3.302386)  0.13
H (6.057826, 3.661785, -1.832445)  0.13
H (4.425984, 4.317850, -1.605023)  0.11
H (3.765848, 4.591384, 0.394096)  0.06
H (4.886210, 4.810672, 1.750336)  0.09
H (4.761707, 3.210097, 0.966745)  0.09
C (-5.241696, 2.401197, -1.675870)  -0.11
O (-5.902493, 1.564921, -2.614900)  -0.20
C (-5.872189, 0.181523, -2.279196)  -0.19
C (-7.246921, -0.464900, -2.467195)  -0.16
O (-8.273747, -0.044733, -1.557893)  -0.13
C (-8.693101, 1.322477, -1.639461)  -0.17
C (-9.412838, 1.723622, -2.935685)  -0.19
O (-8.527191, 1.711831, -4.046885)  -0.20
C (-9.040953, 1.024129, -5.181614)  -0.11
H (-4.180217, 2.485622, -1.936894)  0.09
H (-5.692525, 3.398816, -1.732544)  0.09
H (-5.352848, 2.042038, -0.647339)  0.08
H (-5.544276, 0.025086, -1.246723)  0.10
H (-5.142700, -0.304987, -2.933550)  0.13
H (-7.132821, -1.542078, -2.293636)  0.13
H (-7.592914, -0.377074, -3.501807)  0.11
H (-7.863626, 1.993233, -1.417630)  0.11
H (-9.404851, 1.455729, -0.816580)  0.12
H (-9.790466, 2.746285, -2.831360)  0.12
H (-10.269589, 1.059157, -3.094212)  0.12
H (-9.622078, 0.141618, -4.895859)  0.08
H (-8.192662, 0.690437, -5.789306)  0.09
H (-9.658595, 1.711214, -5.769156)  0.08

Forces on atoms 1 to 2 (eV/Å):
-3.2 -4.8 -6.1
3.1 6.4 7.4

Properties
highest occupied orbital energy	-0.1688	Ha
lowest unoccupied orbital energy	2.06	eV
frontier orbital gap	6.7	eV
total charge	-1


C5H10NO | wB97M-V/def2-TZVPD

Last column: Mulliken spin population.
Cartesian coordinates (Å):
C (0.352220, 1.808844, -1.131867)  0.00
O (1.437917, 2.313149, -1.794346)  0.87
C (0.164303, 0.336633, -1.317211)  0.01
C (-1.083495, -0.321686, -0.726304)  0.00
C (-0.871713, -0.928589, 0.640038)  0.00
C (0.145091, -0.659479, 1.463922)  0.00
N (0.794997, -1.597681, 2.287345)  0.00
H (-0.606061, 2.336645, -1.346726)  0.04
H (0.537260, 2.131047, -0.076156)  0.09
H (0.991903, -0.229620, -0.875689)  0.00
H (0.380356, 0.196201, -2.396856)  -0.01
H (-1.902289, 0.421977, -0.698444)  0.00
H (-1.493570, -0.991010, -1.489999)  0.00
H (-1.693063, -1.606818, 0.861945)  0.00
H (0.515719, 0.364276, 1.489383)  0.00
H (1.267764, -2.409508, 1.953801)  0.00
H (1.062655, -1.164376, 3.157163)  0.00

Forces on atoms 1 to 2 (eV/Å):
-0.1 0.7 0.6
-0.5 0.1 0.1

Properties
highest occupied orbital energy (spin up / spin down)	-0.2975 / -0.2975	Ha
lowest unoccupied orbital energy (spin up / spin down)	1.00 / -1.26	eV
relative energy (zero: lowest compared OMol25 entry of this formula, charge and spin)	36.9	kcal/mol
frontier orbital gap (spin up / spin down)	9.1 / 6.8	eV
2S+1	2
total charge	0


C30H75BF4N5Na3O14P | wB97M-V/def2-TZVPD

Last column: Mulliken spin population.
Cartesian coordinates (Å):
Na (-3.076913, 3.401960, -1.107599)  -0.01
Na (-1.247132, 1.485426, -4.420967)  0.00
Na (-3.580519, 0.327144, -2.633308)  0.00
B (-1.245492, 0.865174, -0.891813)  0.00
F (-0.377216, 1.940232, -1.038840)  0.00
F (-0.760717, 0.355946, 0.317076)  0.00
F (-2.588605, 1.197895, -0.860604)  0.00
F (-1.167510, 0.008728, -1.945925)  0.00
P (-2.504697, 4.009863, -3.836345)  -0.08
O (-2.853847, 2.612421, -3.314774)  -0.01
O (-2.278225, 5.073337, -2.749536)  0.33
O (-3.748575, 4.406270, -4.685711)  0.59
O (-1.149395, 3.841751, -4.582842)  0.18
C (10.581695, 2.688413, 1.632139)  0.00
O (9.466496, 2.421860, 2.534203)  0.00
C (8.670349, 3.525192, 2.791722)  0.00
C (7.332960, 3.169962, 3.540011)  0.00
N (6.361524, 2.764330, 2.541709)  0.00
C (4.980667, 2.607699, 3.144127)  0.00
C (4.018136, 2.668499, 2.006785)  0.00
O (2.656260, 2.621333, 2.345375)  0.00
C (1.867095, 2.480052, 1.157070)  0.00
H (10.261057, 2.919429, 0.616295)  0.00
H (11.150224, 1.834760, 1.263149)  0.00
H (11.305375, 3.395526, 2.037568)  0.00
H (8.468394, 4.162149, 1.930549)  0.00
H (9.214663, 4.278365, 3.361418)  0.00
H (7.005001, 4.063384, 4.071371)  0.00
H (7.381133, 2.438969, 4.347116)  0.00
H (6.628564, 1.916577, 2.062011)  0.00
H (4.905891, 3.535040, 3.712068)  0.00
H (4.763831, 1.766497, 3.802507)  0.00
H (4.177977, 1.825958, 1.333984)  0.00
H (4.135675, 3.619839, 1.487902)  0.00
H (0.859905, 2.230039, 1.490463)  0.00
H (2.244746, 1.703790, 0.491563)  0.00
H (1.834525, 3.418136, 0.602966)  0.00
C (4.634152, -1.638896, -2.516601)  0.00
O (3.767803, -1.990685, -1.456270)  0.00
C (3.075505, -0.975614, -0.634552)  0.00
C (2.717030, -1.657744, 0.745471)  0.00
N (1.339440, -1.513603, 0.941301)  0.00
C (0.852011, -1.940648, 2.250964)  0.00
C (0.932495, -0.904542, 3.342246)  0.00
O (0.098864, -1.022807, 4.460062)  0.00
C (-1.376716, -0.932533, 4.228947)  0.00
H (4.289993, -0.884555, -3.224153)  0.00
H (4.942513, -2.629059, -2.852103)  0.00
H (5.551118, -1.275129, -2.052969)  0.00
H (2.280305, -0.518832, -1.223721)  0.00
H (3.737289, -0.219883, -0.211438)  0.00
H (3.375097, -1.393768, 1.573333)  0.00
H (2.712960, -2.739419, 0.611126)  0.00
H (1.184477, -0.540675, 0.718845)  0.00
H (1.556241, -2.707855, 2.572741)  0.00
H (-0.177043, -2.286327, 2.152592)  0.00
H (0.676178, 0.047469, 2.877414)  0.00
H (1.973879, -0.759921, 3.629833)  0.00
H (-1.638326, -1.928107, 3.870489)  0.00
H (-1.500687, -0.282097, 3.363118)  0.00
H (-1.925398, -0.521503, 5.076368)  0.00
C (-0.732596, -5.154024, -6.160754)  0.00
O (-0.930966, -4.436997, -5.067893)  0.00
C (0.318443, -4.323678, -4.299812)  0.00
C (0.320476, -2.981119, -3.573327)  0.00
N (0.294676, -1.735664, -4.413584)  0.00
C (1.569853, -1.420289, -5.030107)  0.00
C (1.654980, -0.089631, -5.709171)  0.00
O (1.092417, 1.043072, -4.979611)  0.00
C (1.735832, 1.390645, -3.775213)  0.00
H (-0.003972, -5.964528, -6.143262)  0.00
H (-0.570613, -4.405521, -6.936380)  0.00
H (-1.713888, -5.565805, -6.396560)  0.00
H (1.297497, -4.395789, -4.773466)  0.00
H (0.352136, -5.190936, -3.640394)  0.00
H (1.146411, -2.883965, -2.868692)  0.00
H (-0.624254, -3.068499, -3.036719)  0.00
H (-0.035743, -0.910733, -3.933574)  0.00
H (1.895365, -2.202639, -5.715720)  0.00
H (2.435347, -1.509521, -4.373549)  0.00
H (1.200314, -0.172867, -6.696313)  0.00
H (2.673710, 0.180807, -5.986923)  0.00
H (1.187578, 2.232880, -3.353138)  0.00
H (2.809835, 1.568303, -3.830369)  0.00
H (1.521442, 0.568789, -3.092069)  0.00
C (-5.686727, 0.832796, 4.833534)  0.00
O (-5.495210, 1.604973, 3.662112)  0.00
C (-4.423708, 1.176807, 2.838744)  0.00
C (-4.295385, 2.276423, 1.738535)  0.00
N (-2.861604, 2.650823, 1.436656)  0.00
C (-2.190187, 3.545918, 2.436221)  0.00
C (-1.516466, 2.893390, 3.655940)  0.00
O (-2.353741, 2.815233, 4.809712)  0.00
C (-1.861560, 2.321233, 6.019664)  0.00
H (-6.419604, 0.064922, 4.585843)  0.00
H (-6.222983, 1.452873, 5.551887)  0.00
H (-4.795662, 0.593473, 5.413899)  0.00
H (-4.425496, 0.102321, 2.655476)  0.00
H (-3.556451, 1.038190, 3.484307)  0.00
H (-4.893309, 3.124284, 2.072785)  0.00
H (-4.597400, 1.878567, 0.769723)  0.00
H (-2.313387, 1.864072, 1.119516)  0.00
H (-2.850482, 4.280405, 2.897345)  0.00
H (-1.270971, 3.902088, 1.971145)  0.00
H (-0.696571, 3.466717, 4.088590)  0.00
H (-1.027667, 1.945366, 3.431358)  0.00
H (-1.318094, 1.379873, 5.938588)  0.00
H (-2.627720, 2.223836, 6.788825)  0.00
H (-1.192325, 3.108443, 6.366851)  0.00
C (-1.421139, -4.874367, -0.708153)  0.00
O (-2.271147, -3.837749, -1.140900)  0.00
C (-1.969997, -2.602688, -0.529321)  0.00
C (-3.245542, -1.889660, -0.034001)  0.00
N (-4.268009, -1.837450, -1.024396)  0.00
C (-5.559050, -1.452405, -0.498900)  0.00
C (-6.710138, -1.640925, -1.600635)  0.00
O (-6.526843, -2.976632, -2.159586)  0.00
C (-7.667102, -3.582418, -2.792147)  0.00
H (-2.010819, -5.408015, 0.037237)  0.00
H (-0.447122, -4.561544, -0.331969)  0.00
H (-1.295737, -5.546569, -1.556991)  0.00
H (-1.150485, -2.129616, -1.070346)  0.00
H (-1.457864, -2.872241, 0.394337)  0.00
H (-3.073944, -0.825329, 0.126754)  0.00
H (-3.564063, -2.246905, 0.945290)  0.00
H (-4.357362, -2.747484, -1.453298)  0.00
H (-5.642222, -0.382506, -0.307883)  0.00
H (-5.956683, -1.986924, 0.363820)  0.00
H (-6.600124, -1.035373, -2.500248)  0.00
H (-7.576929, -1.599306, -0.941066)  0.00
H (-8.424231, -3.022698, -3.341313)  0.00
H (-8.179035, -4.054506, -1.953603)  0.00
H (-7.398464, -4.367222, -3.499266)  0.00

Forces on atoms 1 to 2 (eV/Å):
0.5 0.5 -0.1
0.6 0.9 -0.2

Properties
highest occupied orbital energy (spin up / spin down)	-0.3135 / -0.2955	Ha
lowest unoccupied orbital energy (spin up / spin down)	-0.57 / -1.17	eV
frontier orbital gap (spin up / spin down)	8.0 / 6.9	eV
2S+1	2
total charge	0


C2H2ClN | wB97M-V/def2-TZVPD

Last column: natural (NBO) charge in e.
Cartesian coordinates (Å):
C (0.433184, 0.656534, -0.071195)  0.07
C (-1.147949, -2.298384, -0.993391)  -0.18
N (0.812777, -0.293277, 0.416524)  -0.31
Cl (-1.473645, -1.376709, -2.323391)  0.06
H (-0.115175, 1.497550, -0.469011)  0.24
H (-1.490206, -1.759819, -0.055718)  0.11

Forces on atoms 1 to 2 (eV/Å):
-1.3 1.5 -0.6
0.2 -0.8 1.4

Properties
highest occupied orbital energy (spin up / spin down)	-0.3272 / -0.3272	Ha
lowest unoccupied orbital energy (spin up / spin down)	-0.69 / -0.69	eV
relative energy (zero: lowest compared OMol25 entry of this formula, charge and spin)	88.0	kcal/mol
frontier orbital gap (spin up / spin down)	8.2 / 8.2	eV
total charge	0


C4H5NO | wB97M-V/def2-TZVPD

Last column: natural (NBO) charge in e.
Cartesian coordinates (Å):
C (-0.401166, 1.226152, -0.409182)  -0.62
C (-0.351766, -0.033211, 0.439478)  -0.30
C (-0.213614, -1.353365, -0.220622)  0.38
O (-0.047559, -1.478463, -1.405738)  -0.51
C (1.201138, -0.389068, 0.769768)  0.22
N (2.356431, -0.419341, 0.901121)  -0.27
H (-0.352304, 2.094354, 0.255797)  0.23
H (0.458021, 1.198242, -1.075556)  0.24
H (-1.302487, 1.338024, -1.027068)  0.24
H (-1.128709, -0.012824, 1.241332)  0.26
H (-0.217985, -2.170501, 0.530670)  0.14

Forces on atoms 1 to 2 (eV/Å):
0.2 0.0 0.0
1.8 -0.2 0.4

Properties
highest occupied orbital energy	-0.3819	Ha
lowest unoccupied orbital energy	0.44	eV
relative energy (zero: lowest compared OMol25 entry of this formula, charge and spin)	47.1	kcal/mol
frontier orbital gap	10.8	eV
total charge	0


Please write out number 2 again, unchanged.
C5H10NO | wB97M-V/def2-TZVPD

Last column: Mulliken spin population.
Cartesian coordinates (Å):
C (0.352220, 1.808844, -1.131867)  0.00
O (1.437917, 2.313149, -1.794346)  0.87
C (0.164303, 0.336633, -1.317211)  0.01
C (-1.083495, -0.321686, -0.726304)  0.00
C (-0.871713, -0.928589, 0.640038)  0.00
C (0.145091, -0.659479, 1.463922)  0.00
N (0.794997, -1.597681, 2.287345)  0.00
H (-0.606061, 2.336645, -1.346726)  0.04
H (0.537260, 2.131047, -0.076156)  0.09
H (0.991903, -0.229620, -0.875689)  0.00
H (0.380356, 0.196201, -2.396856)  -0.01
H (-1.902289, 0.421977, -0.698444)  0.00
H (-1.493570, -0.991010, -1.489999)  0.00
H (-1.693063, -1.606818, 0.861945)  0.00
H (0.515719, 0.364276, 1.489383)  0.00
H (1.267764, -2.409508, 1.953801)  0.00
H (1.062655, -1.164376, 3.157163)  0.00

Forces on atoms 1 to 2 (eV/Å):
-0.1 0.7 0.6
-0.5 0.1 0.1

Properties
highest occupied orbital energy (spin up / spin down)	-0.2975 / -0.2975	Ha
lowest unoccupied orbital energy (spin up / spin down)	1.00 / -1.26	eV
relative energy (zero: lowest compared OMol25 entry of this formula, charge and spin)	36.9	kcal/mol
frontier orbital gap (spin up / spin down)	9.1 / 6.8	eV
2S+1	2
total charge	0


- Look up the total charge of the fourth one.
  0


- Among the records above, which one has the lowest total charge?
  C34H68ClNNbO10